[1]
# C46H60N6P2S2Ti

A molecular structure, C46H60N6P2S2Ti at a distorted geometry (ωB97M-V/def2-TZVPD, OMol25).

Geometry as ORCA input:
```
! RIJCOSX wB97M-V def2-TZVPD def2/J DEFGRID3
* xyz 0 1
Ti 0.531 -0.288 -0.150
C -2.461 0.487 4.687
C -1.418 1.269 3.887
C -0.105 0.499 3.809
P -2.114 1.563 2.195
C -3.466 2.815 2.606
C -3.910 3.545 1.342
C -3.250 3.828 3.731
C -0.875 2.628 1.340
C -0.445 3.795 1.983
C -0.021 4.923 1.302
C -0.128 4.902 -0.087
C -0.454 3.733 -0.747
C -0.673 2.512 -0.065
N -0.742 1.271 -0.709
C -0.660 1.243 -2.151
C 0.410 1.832 -2.823
C 0.537 1.796 -4.205
C -0.406 1.124 -4.956
C -1.472 0.516 -4.302
C -1.642 0.576 -2.922
P -2.994 -0.306 -2.055
C -4.136 -0.986 -3.370
C -3.556 -2.269 -3.991
C -4.754 -0.059 -4.429
C -3.946 1.133 -1.362
C -4.084 2.379 -2.236
C -5.296 0.645 -0.837
H -2.060 0.203 5.664
H -3.372 1.066 4.857
H -2.742 -0.425 4.151
H -1.232 2.223 4.383
H -0.226 -0.427 3.237
H 0.666 1.096 3.324
H 0.250 0.236 4.810
H -4.287 2.156 2.909
H -3.073 4.067 0.870
H -4.336 2.860 0.612
H -4.673 4.289 1.587
H -2.944 3.377 4.676
H -2.513 4.584 3.452
H -4.191 4.353 3.916
H -0.507 3.832 3.064
H 0.296 5.812 1.832
H 0.051 5.801 -0.666
H -0.533 3.757 -1.823
H 1.185 2.321 -2.248
H 1.383 2.281 -4.679
H -0.321 1.068 -6.034
H -2.192 -0.018 -4.898
H -4.952 -1.328 -2.727
H -2.814 -2.065 -4.761
H -3.082 -2.899 -3.233
H -4.354 -2.851 -4.459
H -4.047 0.662 -4.836
H -5.144 -0.649 -5.265
H -5.590 0.510 -4.020
H -3.339 1.387 -0.487
H -4.831 2.243 -3.019
H -4.399 3.232 -1.631
H -3.142 2.651 -2.716
H -5.977 0.382 -1.651
H -5.178 -0.229 -0.191
H -5.784 1.431 -0.253
C 3.269 3.292 1.191
C 3.858 2.773 2.332
C 3.616 1.454 2.669
C 2.786 0.678 1.865
N 2.160 1.210 0.800
C 2.423 2.474 0.470
C 2.535 -0.763 2.116
C 3.378 -1.474 2.979
C 3.148 -2.813 3.232
C 2.078 -3.443 2.601
C 1.278 -2.730 1.722
C 1.464 -1.371 1.443
H 3.431 4.312 0.875
H 4.493 3.388 2.957
H 4.054 1.030 3.560
H 1.918 2.856 -0.404
H 4.233 -0.993 3.439
H 3.807 -3.366 3.890
H 1.898 -4.501 2.768
H 0.489 -3.251 1.195
S -2.046 -1.651 1.428
C -2.275 -3.199 1.949
N -1.479 -3.706 2.964
C -1.579 -4.952 3.458
C -2.518 -5.790 2.958
C -3.332 -5.255 1.931
N -3.233 -4.049 1.444
H -0.768 -3.071 3.306
H -0.888 -5.219 4.246
H -2.633 -6.799 3.322
H -4.109 -5.877 1.493
C 0.061 -2.553 -3.366
C 0.340 -2.870 -1.894
C -0.796 -3.761 -1.364
C 1.682 -3.603 -1.776
N 0.362 -1.642 -1.135
H 0.055 -3.473 -3.958
H 0.822 -1.883 -3.769
H -0.907 -2.063 -3.469
H -1.073 -4.504 -2.118
H -1.670 -3.150 -1.126
H -0.491 -4.298 -0.461
H 1.583 -4.628 -2.143
H 2.006 -3.635 -0.734
H 2.456 -3.104 -2.366
S 5.137 -1.246 -2.086
C 4.081 -0.852 -3.371
C 2.915 -0.380 -2.871
N 2.850 -0.305 -1.496
C 3.955 -0.737 -0.967
H 4.360 -0.998 -4.402
H 2.062 -0.079 -3.456
H 4.136 -0.798 0.097
*
```

Maximum force (eV/Å): 1.450
Energy above the lowest of the compared OMol25 structures with the same formula, charge and spin (kJ/mol): 132.1
Frontier orbital gap (eV): 6.95
E_tot (hartree): -4445.95289
E_HOMO (eV): -6.83

---

[2]
# C46H61HfN8O2Te

A molecular structure, C46H61HfN8O2Te at a distorted geometry (ωB97M-V/def2-TZVPD, OMol25).

Geometry as ORCA input:
```
! RIJCOSX wB97M-V def2-TZVPD def2/J DEFGRID3
* xyz 2 2
Hf 0.823 -0.287 2.012
C 3.055 1.772 2.626
N 1.620 1.937 2.368
C 0.931 2.496 3.536
C 0.660 1.368 4.478
N 0.864 0.094 4.149
C 0.570 -0.642 5.285
C 0.605 -2.013 5.523
C 0.239 -2.450 6.784
C -0.131 -1.563 7.796
C -0.159 -0.197 7.584
C 0.189 0.243 6.317
N 0.273 1.506 5.771
C 3.607 0.675 1.777
N 2.925 -0.406 1.424
C 3.806 -1.170 0.658
C 3.679 -2.392 -0.003
C 4.785 -2.894 -0.660
C 6.004 -2.215 -0.694
C 6.152 -0.993 -0.073
C 5.045 -0.496 0.598
N 4.873 0.664 1.314
H 3.621 2.697 2.451
H 3.183 1.502 3.684
H 1.485 2.548 1.561
H 1.537 3.270 4.032
H -0.012 2.968 3.232
H 0.928 -2.708 4.761
H 0.260 -3.508 7.001
H -0.397 -1.955 8.766
H -0.425 0.498 8.365
H 0.040 2.371 6.233
H 2.759 -2.948 -0.027
H 4.707 -3.842 -1.168
H 6.840 -2.651 -1.216
H 7.079 -0.445 -0.097
H 5.586 1.358 1.474
N 0.962 -2.617 1.913
H 0.656 -2.800 0.954
H 0.290 -3.070 2.532
H 1.869 -3.063 2.043
C -5.516 2.622 1.491
C -4.338 3.504 1.932
C -4.238 4.734 1.020
C -4.521 3.940 3.390
C -3.105 2.732 1.809
C -2.086 2.101 1.720
H -6.437 3.201 1.505
H -5.629 1.773 2.163
H -5.358 2.247 0.482
H -5.158 5.310 1.077
H -4.079 4.435 -0.014
H -3.410 5.371 1.325
H -5.445 4.504 3.491
H -3.694 4.572 3.709
H -4.567 3.073 4.047
C -1.512 1.484 -0.921
C -0.713 0.894 0.177
O -0.972 1.416 1.531
N 0.195 0.053 0.141
Te 1.586 0.266 -2.490
C 2.345 0.629 -4.484
C 2.530 1.917 -4.979
C 2.228 3.167 -4.202
C 3.014 2.092 -6.272
C 3.319 1.020 -7.091
C 3.857 1.217 -8.474
C 3.130 -0.257 -6.580
C 2.657 -0.466 -5.294
C 2.486 -1.874 -4.811
C -0.156 -0.818 -3.125
C -0.442 -2.062 -2.568
C 0.458 -2.715 -1.558
C -1.570 -2.758 -2.974
C -2.432 -2.250 -3.932
C -3.626 -3.025 -4.393
C -2.148 -1.000 -4.461
C -1.024 -0.280 -4.078
C -0.779 1.039 -4.742
H -1.906 2.463 -0.661
H -2.336 0.818 -1.175
H -0.868 1.554 -1.797
H 1.911 2.945 -3.183
H 1.443 3.733 -4.702
H 3.113 3.800 -4.160
H 3.157 3.100 -6.639
H 3.796 2.261 -8.769
H 3.303 0.614 -9.191
H 4.900 0.906 -8.521
H 3.368 -1.110 -7.200
H 3.001 -2.570 -5.468
H 1.429 -2.142 -4.791
H 2.887 -1.978 -3.800
H 0.967 -1.950 -0.975
H 1.196 -3.335 -2.069
H -0.132 -3.366 -0.911
H -1.766 -3.734 -2.547
H -3.608 -4.038 -3.998
H -3.643 -3.077 -5.480
H -4.547 -2.540 -4.070
H -2.813 -0.580 -5.202
H -1.713 1.465 -5.100
H -0.119 0.905 -5.600
H -0.298 1.748 -4.069
C -2.594 -2.987 1.309
N -3.048 -2.223 2.454
C -4.351 -2.565 2.982
C -2.306 -1.235 2.944
C -2.895 -0.357 4.010
O -1.130 -1.050 2.535
H -3.406 -3.075 0.589
H -2.288 -3.989 1.613
H -1.766 -2.460 0.833
H -4.579 -3.594 2.713
H -5.133 -1.921 2.579
H -4.354 -2.486 4.065
H -2.994 -0.897 4.950
H -3.874 0.009 3.713
H -2.234 0.491 4.158
*
```

Maximum force (eV/Å): 1.700
Energy above the lowest of the compared OMol25 structures with the same formula, charge and spin (kJ/mol): 215.9
Frontier orbital gap (alpha / beta) (eV): 5.19 / 6.64
E_tot (hartree): -2693.64580
E_HOMO (alpha / beta) (eV): -9.68 / -11.08

---

[3]
# C46H62N4O5OsS

A molecular structure, C46H62N4O5OsS at a distorted geometry (ωB97M-V/def2-TZVPD, OMol25).

Geometry as ORCA input:
```
! RIJCOSX wB97M-V def2-TZVPD def2/J DEFGRID3
* xyz 2 5
Os -1.055 -1.418 -0.278
C -1.463 5.914 -1.743
C -1.887 5.104 -0.506
C -0.958 5.453 0.657
C -3.331 5.473 -0.116
C -1.847 3.628 -0.849
C -1.059 2.731 -0.149
C -1.090 1.391 -0.516
N -0.376 0.347 0.049
C 0.652 0.428 1.029
C 1.698 1.317 1.065
C 2.682 1.208 2.114
C 2.574 0.132 3.004
C 1.642 -0.876 2.916
C 0.687 -0.747 1.841
O -0.143 -1.685 1.554
C 1.632 -2.074 3.851
C 1.896 -3.356 3.034
C 0.270 -2.160 4.564
C 2.720 -1.958 4.919
C 3.836 2.195 2.217
C 3.304 3.639 2.319
C 4.735 2.035 0.972
C 4.700 1.929 3.453
C -2.040 0.917 -1.501
O -2.170 -0.363 -1.593
C -2.824 1.842 -2.266
C -2.674 3.152 -1.923
C -3.802 1.356 -3.332
C -4.466 2.530 -4.050
C -4.901 0.519 -2.652
C -3.064 0.506 -4.379
H -1.501 6.977 -1.505
H -2.121 5.743 -2.596
H -0.441 5.671 -2.043
H -1.009 6.526 0.843
H 0.084 5.209 0.434
H -1.252 4.947 1.579
H -3.363 6.520 0.189
H -3.681 4.864 0.721
H -4.026 5.347 -0.947
H -0.457 3.055 0.685
H 1.240 2.239 -0.562
H 3.310 0.060 3.784
H 1.097 -3.557 2.319
H 1.964 -4.203 3.720
H 2.837 -3.278 2.485
H -0.550 -2.273 3.859
H 0.090 -1.268 5.169
H 0.270 -3.023 5.232
H 3.722 -1.972 4.484
H 2.644 -2.812 5.591
H 2.607 -1.055 5.523
H 2.826 3.973 1.401
H 4.142 4.305 2.524
H 2.593 3.737 3.144
H 4.219 2.299 0.052
H 5.105 1.010 0.892
H 5.598 2.695 1.079
H 4.129 2.007 4.381
H 5.487 2.682 3.491
H 5.187 0.953 3.415
H -3.243 3.888 -2.471
H -5.080 3.133 -3.377
H -5.124 2.139 -4.826
H -3.733 3.178 -4.536
H -5.406 1.098 -1.875
H -4.494 -0.389 -2.210
H -5.646 0.231 -3.396
H -2.304 1.098 -4.892
H -3.778 0.158 -5.127
H -2.588 -0.369 -3.938
C 6.001 -1.132 -5.871
C 5.234 -1.131 -4.576
C 5.833 -1.529 -3.386
C 5.134 -1.518 -2.185
C 3.811 -1.117 -2.203
C 3.178 -0.704 -3.370
C 3.898 -0.722 -4.550
S 2.981 -1.031 -0.611
O 3.752 -1.852 0.341
O 1.901 2.266 0.142
N 1.531 -1.668 -1.060
C 1.240 -2.985 -0.907
C 2.155 -4.055 -0.897
C 1.675 -5.338 -0.850
C 0.294 -5.561 -0.802
C -0.555 -4.480 -0.772
N -0.095 -3.218 -0.800
H 7.043 -1.405 -5.717
H 5.971 -0.146 -6.337
H 5.564 -1.839 -6.578
H 6.868 -1.849 -3.392
H 5.602 -1.826 -1.259
H 2.141 -0.392 -3.359
H 3.418 -0.417 -5.472
H 3.215 -3.848 -0.948
H 2.364 -6.173 -0.851
H -0.116 -6.561 -0.790
H -1.625 -4.608 -0.768
O -2.748 -2.637 -0.156
C -3.314 -3.234 0.797
C -2.747 -3.350 2.169
C -3.657 -2.411 3.025
C -4.331 -1.243 2.256
C -5.654 -1.579 1.529
C -5.503 -2.459 0.282
N -4.598 -3.578 0.645
H -1.714 -3.022 2.172
H -2.787 -4.377 2.537
H -3.049 -2.006 3.834
H -4.440 -3.007 3.499
H -3.619 -0.796 1.552
H -4.554 -0.465 2.985
H -6.157 -0.653 1.244
H -6.315 -2.084 2.240
H -5.050 -1.921 -0.545
H -6.456 -2.861 -0.051
H -4.956 -4.125 1.417
*
```

Maximum force (eV/Å): 1.177
Frontier orbital gap (alpha / beta) (eV): 6.91 / 4.92
E_tot (hartree): -2873.56715
E_HOMO (alpha / beta) (eV): -12.96 / -12.81